# 1
DFT (ωB97M-V/def2-TZVPD) results for a structure of composition C34H37N8O2PSiTl in a non-equilibrium geometry.

As for the total charge: -1. The orbital gap is 4.25 eV. Its total energy is -2709.51272 hartree. The strongest force on any atom comes out at 2.2 eV/A.

The geometry in XYZ format:
```
84
Properties=species:S:1:pos:R:3:forces:R:3
H -0.447 6.498 -0.757 0.2 -0.3 0.1
C 0.951 -3.224 1.914 -0.5 -0.5 0.0
C -2.080 0.230 -3.012 0.0 0.2 -1.4
H -0.419 0.288 -7.799 0.2 -0.1 0.3
H -5.555 -1.337 -2.401 0.6 -0.2 0.1
H -2.335 -3.367 0.553 0.5 0.1 -0.5
H -5.000 0.888 -1.474 -0.1 -0.2 -0.3
C 0.382 3.370 0.269 0.4 0.5 0.4
H -2.668 3.251 2.161 0.2 -0.6 0.7
H 1.933 -0.467 -7.959 -0.6 0.0 0.8
C -0.493 4.708 -1.945 0.5 -0.6 1.0
H 3.309 -0.708 -5.902 -0.3 0.3 0.1
C -4.295 0.350 -2.108 -0.1 0.9 0.3
C -1.490 -3.679 -0.093 -0.2 -1.4 -0.1
N 1.456 0.000 3.221 -1.0 0.2 0.5
C -2.522 1.101 2.587 -0.4 0.3 -1.4
C 1.473 -0.246 -6.970 1.1 0.0 0.0
N -0.559 2.504 -2.992 0.2 -1.2 -1.3
H -1.459 0.896 -5.568 0.2 -0.2 -0.2
H -1.739 -3.530 -1.188 0.2 -0.1 1.3
C -2.402 -0.985 -3.661 0.2 0.7 1.0
C -2.188 0.140 3.618 -0.4 0.4 0.0
N 4.794 0.556 2.273 1.6 0.5 -0.6
C -4.557 -0.920 -2.571 -0.7 0.2 0.2
H 2.317 0.045 -3.694 0.3 -0.2 0.3
C -1.460 1.922 5.106 0.2 -0.2 -0.1
H 0.045 -4.526 4.924 0.4 0.3 0.0
H 0.744 -3.636 -1.989 0.7 0.2 0.5
P -0.339 0.755 -2.879 0.0 1.0 0.5
C -0.707 2.254 6.246 0.7 0.7 1.7
C -0.269 5.418 -0.758 0.1 -0.3 -0.9
C 2.868 -3.519 3.351 0.6 0.1 0.1
C -3.617 -1.560 -3.350 -0.1 -1.1 -0.8
H -3.446 -0.143 1.060 0.5 0.1 0.0
H -1.245 -0.192 5.498 -0.2 0.2 0.0
C -0.313 3.286 -1.903 -0.3 1.6 0.6
C -2.357 2.499 2.916 0.4 0.9 1.4
C 3.483 0.354 2.051 -0.1 0.5 0.2
O 3.085 -0.657 -1.164 1.3 0.7 0.5
H 0.922 0.517 3.935 0.0 -0.7 -0.7
C 0.243 4.758 0.359 0.0 0.1 -0.2
C 2.098 -4.067 4.371 -0.5 0.3 -0.5
C -0.431 0.553 -5.665 1.6 -0.6 0.5
C 0.370 0.421 -4.508 0.1 0.2 -1.0
C 0.715 -4.084 4.177 -0.5 -0.2 0.3
Tl -0.133 -0.248 0.330 0.0 1.3 0.5
C -1.911 2.893 4.178 -0.1 0.5 -1.2
H -0.663 2.926 -3.925 0.0 -0.2 1.0
H -0.682 5.253 -2.860 -0.3 -0.2 -0.1
N 2.718 0.555 3.152 0.5 -0.3 -0.8
C 0.161 0.193 -6.875 -0.7 0.4 -0.8
O 4.722 0.588 -0.314 -1.3 -1.5 -0.8
H -2.951 1.563 0.515 -0.2 0.1 0.2
C 2.351 -3.122 2.124 -1.1 -0.8 0.7
C 0.122 -3.599 3.014 1.7 -0.1 0.1
H -1.883 3.969 4.479 0.1 -1.0 -0.4
H -1.719 -1.414 -4.397 -0.1 -0.2 0.6
H -2.910 2.003 -2.087 0.1 -0.2 0.3
N -0.085 2.518 7.206 -0.7 -0.4 -1.3
H 0.590 5.353 1.212 -0.3 -0.6 -0.2
H 5.059 1.129 3.068 -0.2 -0.3 -0.1
C 2.291 -0.320 -5.826 -0.7 0.0 -0.2
H 5.385 0.681 1.435 -0.8 -0.1 0.6
H 1.458 -1.027 3.317 0.1 0.7 0.3
N 2.903 -0.042 0.928 0.2 -0.6 -0.3
H -3.834 -2.559 -3.727 -0.1 0.2 -0.1
C 1.740 0.041 -4.598 -1.3 0.1 -0.5
H 1.953 -2.397 -1.371 -0.4 -0.6 -0.2
C -2.938 0.802 1.286 -0.2 -0.8 0.9
H 3.934 -3.416 3.499 0.2 -0.1 0.1
C -3.086 0.977 -2.390 0.4 -0.8 0.3
C 1.356 -3.287 -1.120 0.8 -1.0 -0.2
H -0.953 -3.562 3.005 -0.3 -0.1 -0.5
H -1.358 -4.774 0.095 -0.4 0.4 -0.4
C -1.616 0.554 4.793 -0.2 -0.5 -0.3
Si 0.175 -2.869 0.260 -0.4 0.9 -0.1
H -2.461 -0.900 3.453 0.4 0.0 0.0
N 0.049 2.642 -0.789 0.2 1.1 -0.7
H 2.551 -4.434 5.281 0.0 0.0 0.0
H 3.041 -2.841 1.342 -0.2 0.2 -0.2
N 3.647 -0.086 -0.241 -0.2 1.5 1.0
H 0.869 2.818 1.074 -0.4 -0.1 0.0
H 3.216 0.814 3.992 -0.1 -0.4 0.1
H 2.094 -4.085 -0.805 -0.7 0.5 -0.5
```
Positions in Å, forces in eV/Å.

These are the Mulliken partial charges, in e, on atoms 1 to 5:
1. H 0.3774
2. C 0.6639
3. C 0.5219
4. H 0.3387
5. H 0.3621

***

# 2
DFT (ωB97M-V/def2-TZVPD) results for a structure of composition C10H26N4O10V in a non-equilibrium geometry.

As for the multiplicity: 2. The orbital gap (alpha / beta) is 8.22 / 8.20 eV. Its expectation value of S² is 0.794. Its total energy is -2311.77860 hartree. The strongest force on any atom comes out at 4.9 eV/A.

The geometry in XYZ format:
```
51
Properties=species:S:1:pos:R:3:forces:R:3
C 3.752 0.553 -0.299 0.3 1.2 1.0
H 4.616 0.538 -0.965 -0.1 -0.7 -0.1
C 1.022 1.211 -2.671 0.9 0.3 0.5
H 3.834 1.541 0.185 -0.3 0.0 -0.1
O -2.566 -1.049 -1.685 -0.2 0.3 -0.3
H 1.322 0.291 -3.180 -0.7 -0.2 -0.1
H -0.348 1.994 -1.487 0.4 -0.3 1.3
H -3.859 1.376 1.115 0.3 -0.1 -0.2
N 2.630 -2.847 1.317 0.3 -0.5 -0.6
O -0.600 -1.260 0.179 2.0 1.2 -1.9
H -1.018 1.874 2.989 0.5 -0.1 0.6
H -1.617 1.677 -3.156 0.4 0.0 -0.2
H 0.095 -0.891 2.347 0.4 0.0 -0.3
H -2.494 0.822 -0.808 -0.2 0.0 0.1
N -0.137 1.032 -1.743 0.1 -0.4 -1.9
O 2.672 -3.987 0.876 -0.1 0.8 0.4
H -2.991 2.388 2.285 -0.5 0.1 0.2
O 3.245 -2.471 2.322 -0.4 0.1 -0.3
H -3.649 -2.599 -1.040 0.0 0.0 0.3
H -3.473 0.651 -2.314 0.0 0.4 0.0
H 2.242 0.009 3.518 0.0 0.1 -0.6
O 0.595 -3.832 -3.511 0.3 0.8 0.4
N 0.491 -3.286 -2.418 -1.2 -1.6 1.0
H -1.131 -0.055 -3.285 0.2 0.2 -0.1
C -2.551 0.355 -1.801 0.0 -0.5 0.2
H 0.833 -0.029 4.480 0.1 0.2 0.1
N 0.799 0.784 1.226 0.7 -0.7 -0.3
H 3.117 1.784 -2.522 0.1 -0.4 -0.1
H 1.301 1.528 3.858 0.2 0.1 -0.3
C -1.336 0.775 -2.607 -0.7 -1.0 0.2
V 0.666 -0.683 -0.584 -2.5 -3.3 2.5
O 1.932 -1.956 0.677 -0.1 1.2 -0.3
C -1.105 0.788 2.813 0.2 0.9 -0.5
O 0.837 -2.036 -2.306 0.4 2.1 0.5
H -3.663 -1.160 0.064 0.1 -0.2 0.2
H -1.488 0.318 3.723 -0.2 -0.1 -0.1
O 2.523 0.463 -0.993 -0.2 0.5 -0.8
H 3.731 -0.145 0.536 0.3 -0.6 -0.5
C -3.238 1.355 2.010 0.3 0.6 -0.2
H -4.649 -1.196 -1.397 0.1 0.2 -0.3
O 0.040 -3.855 -1.421 0.5 0.7 -0.8
O -2.006 0.731 1.725 -0.3 -1.1 -0.2
H 2.139 2.514 -1.308 -0.1 -0.2 0.4
C 2.273 1.576 -1.861 -0.5 0.4 -0.4
H 1.804 0.642 1.318 0.0 -0.1 0.0
H 0.723 1.966 -3.400 0.5 0.1 -0.2
C 0.258 0.176 2.469 0.0 0.8 0.4
C 1.258 0.469 3.597 -1.3 -0.9 1.1
H -3.853 0.878 2.777 0.4 -0.1 0.3
C -3.692 -1.516 -0.969 0.2 -0.1 -0.1
H 0.718 1.794 1.324 -0.4 0.0 -0.4
```
Positions in Å, forces in eV/Å.

These are the natural (NBO) partial charges, in e, on atoms 1 to 5:
1. C -0.2626
2. H 0.2045
3. C -0.2691
4. H 0.1680
5. O -0.5272

***

# 3
DFT (ωB97M-V/def2-TZVPD) results for a cluster of 2 separate species, C2H2N2O in total in a non-equilibrium geometry.

The SMILES is N#CO.C#N. The orbital gap is 11.91 eV. Its total energy is -262.09968 hartree. The strongest force on any atom comes out at 3.7 eV/A.

The geometry in XYZ format:
```
7
Properties=species:S:1:pos:R:3:forces:R:3
C -0.169 -0.705 1.546 -0.4 -0.2 1.0
N 0.738 -0.236 2.048 1.6 0.5 0.8
C 1.048 0.196 -1.237 -3.1 0.2 -0.6
H 2.041 0.467 -1.429 1.0 0.0 0.2
O -1.224 -1.126 0.970 -0.6 -1.3 1.8
H -1.071 -0.712 0.154 -0.7 0.9 -3.5
N -0.108 0.086 -1.254 2.1 -0.1 0.3
```
Positions in Å, forces in eV/Å.

These are the natural (NBO) partial charges, in e, on atoms 1 to 5:
1. C 0.5392
2. N -0.4488
3. C 0.1725
4. H 0.2400
5. O -0.6307